This record from the OMol25 dataset describes a molecular structure, C45H52BaN12O4S3. The level of theory is ωB97M-V/def2-TZVPD.

Geometry as XYZ:
```
117
Properties=species:S:1:pos:R:3
Ba 0.27254 -0.58526 -0.02701
C -7.10495 1.70795 0.09173
C -6.03853 2.41706 -0.75328
C -6.17810 1.93820 -2.19969
C -6.27623 3.93095 -0.71533
C -4.65492 2.10489 -0.20151
C -3.64619 1.60556 -0.93535
C -2.31983 1.49026 -0.34597
N -1.26662 1.43623 -1.06991
C -1.29822 0.92065 -2.37898
C -0.75785 1.69654 -3.40028
C -0.70963 1.22255 -4.69146
C -1.14103 -0.09788 -4.90122
C -1.55960 -0.94596 -3.89988
C -1.63155 -0.45618 -2.54825
O -1.85542 -1.22299 -1.53254
C -1.91315 -2.40701 -4.17176
C -3.33613 -2.69850 -3.67826
C -1.85786 -2.74432 -5.66761
C -0.91300 -3.32880 -3.46043
C -0.20448 2.05506 -5.86855
C -1.33873 2.24979 -6.88168
C 0.28735 3.42725 -5.40888
C 0.96405 1.34150 -6.55745
C -2.14530 1.62461 1.12986
O -1.18676 1.09246 1.68084
C -3.24157 2.30132 1.86160
C -4.39834 2.46671 1.19328
C -3.02595 2.68473 3.31457
C -2.96266 1.41789 4.17982
C -1.71468 3.46600 3.45538
C -4.16232 3.56962 3.83401
H -8.09644 1.88953 -0.32734
H -7.11553 2.05791 1.12291
H -6.93198 0.63221 0.10640
H -7.19169 2.13315 -2.55511
H -5.98698 0.86953 -2.28866
H -5.48681 2.45747 -2.86299
H -7.26855 4.16538 -1.10391
H -5.53651 4.44938 -1.32511
H -6.21218 4.32970 0.29669
H -3.71555 1.37734 -1.98843
H -0.39556 2.67682 -3.12873
H -1.08304 -0.48338 -5.90958
H -4.05813 -2.07518 -4.21226
H -3.41999 -2.49884 -2.61309
H -3.58891 -3.74608 -3.86367
H -2.55928 -2.14091 -6.24797
H -2.12470 -3.79463 -5.80529
H -0.85721 -2.59958 -6.07475
H -0.92374 -3.16521 -2.38734
H 0.09642 -3.14956 -3.83129
H -1.17504 -4.37156 -3.66095
H -2.18998 2.75565 -6.42164
H -1.68864 1.29353 -7.27106
H -0.99492 2.85277 -7.72510
H -0.51150 4.01153 -4.94861
H 0.66630 3.99000 -6.26457
H 1.09437 3.33718 -4.68320
H 0.66555 0.37512 -6.96307
H 1.77497 1.15277 -5.85880
H 1.34387 1.95200 -7.38082
H -5.22585 2.92569 1.71909
H -2.16139 0.75778 3.85890
H -3.90608 0.87263 4.12473
H -2.78411 1.69407 5.22111
H -0.86071 2.86151 3.16409
H -1.59248 3.77166 4.49837
H -1.72743 4.36186 2.83345
H -5.10368 3.02270 3.89509
H -4.31801 4.44891 3.20733
H -3.91961 3.91490 4.84064
O 2.22503 -3.78340 2.57886
C 1.97974 -2.85307 1.81292
O 0.85678 -2.51915 1.33372
C 3.17097 -1.96123 1.38864
C 4.45742 -2.25515 1.83577
C 5.48956 -1.41522 1.46124
C 5.21654 -0.31127 0.66984
C 3.90541 -0.08671 0.27022
N 2.92475 -0.90466 0.62776
H 4.60098 -3.12888 2.45642
H 6.50486 -1.61944 1.78372
H 5.99609 0.36485 0.35001
H 3.63493 0.76906 -0.33453
N 1.68551 4.27455 4.28813
N 1.73496 2.96217 3.81251
N 1.53133 1.91633 4.57911
C 1.70199 0.93838 3.69032
N 1.99318 1.39726 2.47474
N 2.00786 2.70011 2.57262
H 0.73113 4.41504 4.61415
H 1.80795 4.83621 3.44679
H 1.60274 -0.10248 3.93213
S 6.03496 5.80164 -3.65240
C 5.08408 4.80778 -2.67404
S 3.37230 4.69733 -2.92542
C 3.20093 3.66079 -1.55869
N 4.33485 3.40918 -0.95497
N 5.38417 4.06050 -1.59984
C 6.65454 3.87540 -0.99216
C 6.69816 3.44361 0.33138
C 7.91947 3.25121 0.95059
C 9.10566 3.48208 0.26948
C 9.05125 3.91095 -1.04612
C 7.83753 4.11180 -1.68294
S 1.65925 3.10380 -1.04546
H 5.77605 3.26333 0.85881
H 7.93375 2.91210 1.97878
H 10.05770 3.32575 0.75825
H 9.96225 4.08948 -1.60212
H 7.80070 4.44064 -2.70805
N 1.51193 -0.75048 -2.26184
C 1.94814 -0.92812 -3.32403
N 2.30281 -1.15546 -4.55253
C 3.60001 -1.13998 -4.78772
N 4.71337 -1.16581 -5.11084
```

Results
* electronic energy: -3924.24099 Ha
* relative energy (zero: lowest compared OMol25 entry of this formula, charge and spin): 1.746 eV
* HOMO-LUMO gap (spin up / spin down): 5.0 / 5.0 eV
* multiplicity: 1
* maximum force: 0.030 Eh/bohr
* charge: -2

This record from the OMol25 dataset describes a gas-phase ion, C8H8N (charge +1). The level of theory is ωB97M-V/def2-TZVPD.

Geometry as XYZ:
```
17
Properties=species:S:1:pos:R:3
C 0.00423 -1.41092 0.26705
C 2.74335 -0.19706 0.40650
C 1.40531 -0.49170 0.02503
C -1.05982 0.78407 0.92865
C -1.11310 -0.68223 0.72826
C -1.04348 -1.13913 -0.71747
C -0.37122 1.20742 -0.41200
C -0.54970 0.11526 -1.39290
N 0.76934 0.41424 -0.76276
H 3.08751 0.79568 -0.03322
H 3.34577 -0.83012 1.02719
H -1.91574 1.29048 1.20289
H -0.46917 0.82464 1.71879
H -1.97042 -1.27884 1.19729
H -1.83037 -1.84699 -1.04656
H -0.42500 2.23189 -0.57927
H -0.60748 0.21330 -2.55747
```

Results
* electronic energy: -363.87711 Ha
* relative energy (zero: lowest compared OMol25 entry of this formula, charge and spin): 3.714 eV
* HOMO-LUMO gap (spin up / spin down): 6.9 / 6.9 eV
* multiplicity: 1
* maximum force: 0.098 Eh/bohr
* charge: +1

This record from the OMol25 dataset describes a single C6H15N3O molecule. The level of theory is ωB97M-V/def2-TZVPD.

Geometry as XYZ:
```
25
Properties=species:S:1:pos:R:3
C -0.35481 -1.98470 -1.24350
C -0.05719 -1.03167 -0.08057
C 0.59308 -1.81592 1.06137
C -1.38736 -0.40539 0.37121
N -1.19659 0.65444 1.34378
C 0.90556 0.06170 -0.58219
C 1.10894 1.19910 0.39331
O 1.61036 1.09804 1.49923
N 0.78130 2.43161 -0.07807
N 0.26629 2.68510 -1.35352
H 0.56629 -2.42594 -1.61714
H -1.01028 -2.78907 -0.91590
H -0.83994 -1.45803 -2.06234
H 0.98878 -1.13490 1.81018
H 1.41959 -2.41186 0.68114
H -0.12555 -2.48643 1.52926
H -1.87919 0.04538 -0.49886
H -2.04063 -1.21860 0.73698
H -2.09521 0.99059 1.66867
H -0.67943 0.31665 2.14608
H 1.88136 -0.39589 -0.75808
H 0.53238 0.47904 -1.51614
H 0.87357 3.19183 0.59091
H -0.69473 3.02153 -1.29531
H 0.83342 3.38336 -1.83049
```

Results
* electronic energy: -477.11211 Ha
* relative energy (zero: lowest compared OMol25 entry of this formula, charge and spin): 0.787 eV
* HOMO-LUMO gap: 9.9 eV
* multiplicity: 1
* SMILES: CC(C)(CN)CC(=O)NN
* maximum force: 0.016 Eh/bohr
* charge: 0

This record from the OMol25 dataset describes a single C7H4Cl2O3S molecule. The level of theory is ωB97M-V/def2-TZVPD.

Geometry as XYZ:
```
17
Properties=species:S:1:pos:R:3
C 0.49259 0.75186 -0.00182
C 0.60129 -0.63204 -0.05605
C -0.74413 1.37125 0.03448
C -0.54782 -1.40906 -0.00738
C -1.90703 0.58942 0.00901
C -1.77381 -0.79739 0.04576
C -3.22330 1.18209 -0.07816
O -2.99943 -2.93631 0.93596
O -3.82638 -1.80968 -1.09075
O -4.09233 -0.75520 1.10573
S -3.33375 -1.71265 0.26668
Cl -3.67981 2.37842 0.98576
Cl -4.19021 0.86147 -1.39145
H 1.38550 1.35933 0.00408
H 1.57058 -1.10090 -0.12098
H -0.82526 2.44762 0.03526
H -0.51843 -2.48638 0.02943
```

Results
* electronic energy: -1813.34752 Ha
* relative energy (zero: lowest compared OMol25 entry of this formula, charge and spin): 0.000 eV
* HOMO-LUMO gap (spin up / spin down): 7.0 / 7.0 eV
* multiplicity: 1
* maximum force: 0.022 Eh/bohr
* charge: 0

This record from the OMol25 dataset describes a single C3H5NO molecule. The level of theory is ωB97M-V/def2-TZVPD.

Geometry as XYZ:
```
10
Properties=species:S:1:pos:R:3
C 1.30255 0.09456 -0.32829
O 0.09742 0.03081 -1.06312
C -1.10214 -0.01890 -0.33487
C -0.95924 -0.18134 1.12553
N -0.85757 -0.29942 2.27135
H 2.09348 0.24841 -1.06349
H 1.49250 -0.83833 0.21782
H 1.31052 0.92787 0.38664
H -1.69761 -0.86226 -0.70321
H -1.67992 0.89860 -0.50835
```

Results
* electronic energy: -247.26086 Ha
* relative energy (zero: lowest compared OMol25 entry of this formula, charge and spin): 1.262 eV
* HOMO-LUMO gap: 11.3 eV
* multiplicity: 1
* SMILES: COCC#N
* maximum force: 0.022 Eh/bohr
* charge: 0